This record from the OMol25 dataset describes a molecular structure, C22H29N5O5Ti. The level of theory is the ωB97M-V functional and the def2-TZVPD basis.

The geometry in XYZ format:
```
62
Properties=species:S:1:pos:R:3:nbo_charge:R:1
Ti 1.159 0.120 0.107 1.85
O -3.125 -0.532 -0.281 -0.57
C -1.961 -0.271 -0.782 0.87
O -0.941 -0.141 -0.096 -0.69
C -2.114 -0.149 -2.288 -0.20
O -0.891 0.224 -2.919 -0.47
C -0.869 0.059 -4.298 -0.21
C -0.273 -1.286 -4.642 0.93
O 0.195 -2.274 -4.821 -0.15
O 1.586 -0.702 -1.183 -0.75
H -3.154 -0.580 0.691 0.54
H -2.886 0.609 -2.457 0.27
H -2.505 -1.105 -2.653 0.25
H -0.197 0.786 -4.769 0.32
H -1.837 0.107 -4.815 0.30
N 7.277 0.040 -1.511 -0.12
C 6.487 0.395 -0.758 0.19
C 5.462 0.789 0.164 -0.14
C 5.736 1.498 1.333 -0.04
C 4.679 1.829 2.171 -0.21
C 3.397 1.457 1.823 0.05
N 3.123 0.761 0.694 -0.60
C 4.151 0.438 -0.119 0.09
H 6.753 1.782 1.574 0.29
H 4.848 2.383 3.084 0.28
H 2.554 1.731 2.447 0.23
H 3.917 -0.119 -1.015 0.25
C 0.991 -2.206 4.129 -0.25
C 1.166 -1.038 3.138 -0.26
N 1.271 -1.545 1.735 -0.49
C 0.183 -2.551 1.529 -0.25
C 0.442 -3.820 2.365 -0.25
N 1.434 -3.458 3.430 -0.33
C 2.777 -3.235 2.799 -0.25
C 2.575 -2.278 1.609 -0.26
H -0.044 -2.351 4.434 0.25
H 1.599 -2.074 5.022 0.27
H 2.074 -0.478 3.358 0.24
H 0.321 -0.355 3.221 0.24
H 0.135 -2.813 0.474 0.25
H -0.758 -2.085 1.817 0.23
H 0.872 -4.629 1.778 0.26
H -0.465 -4.183 2.844 0.27
H 1.499 -4.222 4.108 0.48
H 3.176 -4.197 2.481 0.27
H 3.433 -2.825 3.565 0.25
H 2.565 -2.813 0.660 0.25
H 3.392 -1.563 1.584 0.25
N 0.847 2.167 -0.539 -0.88
C 0.817 2.913 0.721 0.17
C 0.004 2.438 1.745 -0.34
C 0.021 3.082 2.981 -0.16
C 0.846 4.180 3.179 -0.18
C 1.644 4.649 2.140 -0.14
C 1.639 4.012 0.906 -0.26
H -0.010 2.322 -1.070 0.42
H 1.602 2.521 -1.126 0.43
H -0.715 1.643 1.566 0.21
H -0.638 2.752 3.774 0.25
H 0.845 4.692 4.132 0.27
H 2.264 5.524 2.286 0.27
H 2.255 4.387 0.097 0.25
```

HOMO, hartree: -0.7309
Spin multiplicity: 1
Energy relative to the best compared isomer or geometry (same formula, charge and spin), kcal/mol: 2.6
LUMO, eV: -12.3
Gap between HOMO and LUMO, eV: 7.552
Net charge: +4
E, eV: -64049.2070